Entry 1:
A structure of composition C17H20AuClN6S. Source: the Open Molecules 2025 dataset; level of theory: the ωB97M-V functional and the def2-TZVPD basis.

Geometry (Å):
Au -1.10 -0.49 0.13
N 0.23 -2.40 2.54
C 0.16 -1.13 2.95
N 0.17 -0.87 4.25
C 0.15 0.42 4.57
N 0.10 0.73 5.88
N 0.17 1.44 3.70
C 0.13 1.08 2.43
N 0.09 -0.18 1.99
C 0.09 2.15 1.40
C -0.05 3.49 1.76
C -0.16 4.43 0.75
C -0.10 4.01 -0.57
C 0.06 2.66 -0.83
N 0.13 1.75 0.13
H 0.15 -3.13 3.23
H 0.01 -2.60 1.58
H -0.05 0.01 6.55
H 0.05 1.70 6.14
H -0.07 3.76 2.80
H -0.30 5.48 0.99
H -0.17 4.72 -1.39
H 0.14 2.28 -1.84
C 3.98 -0.36 -1.82
S 2.85 -0.12 -0.41
C 3.75 -1.06 0.85
H 4.90 0.20 -1.67
H 3.46 0.01 -2.69
H 4.19 -1.42 -1.94
H 3.96 -2.06 0.49
H 3.09 -1.12 1.71
H 4.67 -0.55 1.13
Cl -2.43 -3.89 -1.44
C -2.39 -2.67 -2.69
C -2.17 -3.09 -3.99
C -2.09 -2.15 -5.01
C -2.23 -0.80 -4.70
C -2.46 -0.41 -3.40
C -2.56 -1.33 -2.34
C -2.82 -0.87 -0.96
H -2.08 -4.15 -4.21
H -1.92 -2.47 -6.03
H -2.16 -0.06 -5.48
H -2.58 0.64 -3.16
H -3.40 -1.62 -0.41
H -3.40 0.06 -0.98

Calculated values
E_HOMO, eV: -7.1
HOMO-LUMO gap, eV: 6.92
DFT total energy, hartree: -1982.4685
Molecular weight, g/mol: 572.9

Entry 2:
A cluster of 2 separate species, C2H8NO2S in total. Source: the Open Molecules 2025 dataset; level of theory: the ωB97M-V functional and the def2-TZVPD basis.

Geometry (Å):
C 0.69 1.02 0.45
C -2.14 -1.50 0.18
N 0.63 1.45 -0.84
O -3.29 -1.02 0.13
O -1.19 -0.78 -0.06
S 1.80 -0.89 0.58
H 1.31 1.59 1.05
H -0.25 0.87 0.97
H -2.15 -2.55 0.49
H 1.44 1.92 -1.34
H 1.91 -1.00 1.80
H 0.02 0.99 -1.57
H -3.14 -0.05 -0.13
H 3.08 -0.39 0.28

Calculated values
Total charge: +1
E_HOMO, eV: -14.6
HOMO-LUMO gap, eV: 10.63
DFT total energy, hartree: -684.1166
Molecular weight, g/mol: 110.2

Entry 3:
A cluster of 3 separate species, C37H66N6O5P2 in total. Source: the Open Molecules 2025 dataset; level of theory: the ωB97M-V functional and the def2-TZVPD basis.

Geometry (Å):
C 1.79 -3.42 -7.13
C 1.22 -3.53 -5.64
C 0.89 -2.13 -4.93
C 1.87 -1.79 -3.66
C -0.66 -1.95 -4.52
C -1.57 -0.87 -5.20
C -1.01 0.14 -6.35
C -0.16 1.36 -5.73
C -0.23 1.50 -4.14
C 0.49 2.87 -3.64
C 2.02 2.50 -3.23
C 2.08 1.91 -1.73
O 3.49 1.96 -1.33
C 3.93 0.69 -0.80
C -3.07 -0.64 -4.79
C -3.70 -1.51 -3.68
C -2.80 -2.58 -3.01
C -1.29 -2.83 -3.40
C -0.55 -3.96 -2.58
O 0.22 -4.84 -3.04
C -0.88 -4.00 -0.99
C 0.21 -4.24 0.09
C -0.31 -4.19 1.58
C -1.79 -3.94 1.96
C -2.87 -3.71 0.86
C -2.38 -3.74 -0.60
C -3.42 -3.46 -1.81
O -4.59 -3.91 -1.82
H 2.53 -4.29 -7.27
H 2.35 -2.44 -7.31
H 0.93 -3.61 -7.86
H 0.26 -4.17 -5.58
H 1.97 -4.09 -4.95
H 1.13 -1.30 -5.70
H 2.34 -0.74 -3.81
H 2.75 -2.52 -3.59
H 1.28 -1.72 -2.67
H -1.94 0.60 -6.86
H -0.47 -0.45 -7.16
H 0.92 1.21 -6.12
H -0.53 2.34 -6.19
H 0.38 0.64 -3.68
H -1.30 1.46 -3.72
H -0.07 3.36 -2.76
H 0.53 3.61 -4.52
H 2.39 1.73 -4.01
H 2.70 3.42 -3.28
H 1.67 0.84 -1.78
H 1.48 2.56 -1.00
H 3.49 -0.21 -1.37
H 5.08 0.63 -0.89
H 3.66 0.57 0.31
H -3.73 0.16 -5.26
H -4.77 -1.41 -3.29
H 1.29 -4.43 -0.20
H 0.45 -4.34 2.41
H -2.16 -3.90 3.05
H -3.96 -3.49 1.11
C -8.05 0.58 1.97
N -7.11 -0.51 2.16
C -6.32 -0.73 0.96
P -6.75 -1.37 3.57
O -5.26 -0.97 3.57
N -7.10 -0.45 4.99
C -7.31 0.98 4.96
C -6.26 -0.79 6.13
N -8.45 -1.89 3.56
C -8.70 -2.93 2.54
C -8.99 -2.43 4.83
H -8.96 0.45 2.57
H -8.40 0.63 0.93
H -7.60 1.54 2.21
H -6.95 -1.10 0.14
H -5.55 -1.49 1.12
H -5.82 0.18 0.63
H -6.49 1.51 4.46
H -7.41 1.39 5.97
H -8.26 1.23 4.47
H -5.28 -0.30 6.08
H -6.08 -1.87 6.18
H -6.74 -0.51 7.07
H -8.43 -2.59 1.54
H -9.76 -3.19 2.50
H -8.12 -3.84 2.75
H -9.17 -1.63 5.55
H -8.31 -3.16 5.27
H -9.96 -2.90 4.68
C 7.17 5.24 1.68
N 6.54 3.95 1.59
C 5.54 3.91 0.53
P 6.92 2.51 2.41
O 7.22 1.70 1.14
N 8.56 2.49 2.94
C 9.57 3.39 2.40
C 9.13 1.14 3.03
N 6.53 3.38 3.92
C 5.07 3.54 4.10
C 7.04 2.79 5.18
H 7.49 5.48 2.69
H 6.47 6.05 1.40
H 8.02 5.31 1.00
H 4.70 4.57 0.77
H 5.12 2.91 0.41
H 5.96 4.21 -0.43
H 9.60 3.36 1.31
H 10.56 3.14 2.78
H 9.40 4.41 2.75
H 9.45 0.76 2.06
H 8.39 0.44 3.44
H 9.98 1.13 3.72
H 4.61 4.07 3.26
H 4.85 4.13 4.99
H 4.57 2.57 4.19
H 8.11 2.95 5.28
H 6.83 1.72 5.23
H 6.59 3.27 6.05

Calculated values
SMILES: CC[C@H](C)c1c(CCCCCCOC)ccc2c1C(=O)c1ccccc1C2=O.CN(C)P(=O)(N(C)C)N(C)C.CN(C)P(=O)(N(C)C)N(C)C
E_HOMO, eV: -7.9
HOMO-LUMO gap, eV: 6.97
DFT total energy, hartree: -2836.2942
Molecular weight, g/mol: 736.9

Entry 4:
A cluster of 2 separate species, C5H11O2 in total. Source: the Open Molecules 2025 dataset; level of theory: the ωB97M-V functional and the def2-TZVPD basis.

Geometry (Å):
C 1.60 0.02 0.37
C 1.35 1.56 0.53
C 1.03 -1.05 1.29
H 2.84 -0.25 0.09
H 0.95 -0.12 -0.62
H 0.72 2.04 -0.29
H 0.80 1.80 1.39
H 0.45 -0.74 2.16
H 2.16 2.10 0.74
H 1.81 -1.55 1.71
H 0.38 -1.67 0.72
C -2.55 -0.05 -0.82
C -1.45 -0.71 -1.62
O -1.17 -1.92 -1.55
O -0.67 0.14 -2.16
H -2.07 0.47 0.03
H -3.19 -0.82 -0.52
H -2.99 0.76 -1.45

Calculated values
Total charge: -1
E_HOMO, eV: -3.7
HOMO-LUMO gap, eV: 7.73
DFT total energy, hartree: -347.5795
Molecular weight, g/mol: 103.1

Entry 5:
A cluster of 2 separate species, C11H15N in total. Source: the Open Molecules 2025 dataset; level of theory: the ωB97M-V functional and the def2-TZVPD basis.

Geometry (Å):
C 2.94 -1.95 0.14
C 2.21 -0.69 0.54
C 2.34 -0.13 1.78
N 1.53 1.06 1.84
C 0.93 1.15 0.63
C 0.01 2.12 0.16
C -0.38 2.13 -1.14
C 0.02 1.05 -1.99
C 0.94 0.12 -1.59
C 1.44 0.19 -0.29
H 2.25 -2.79 0.09
H 3.68 -2.26 0.88
H 3.42 -1.73 -0.81
H 2.91 -0.36 2.66
H 1.13 1.19 2.75
H -0.31 2.94 0.79
H -0.77 2.99 -1.66
H -0.41 1.02 -2.99
H 1.33 -0.67 -2.22
C -3.18 -0.68 -0.69
C -3.23 -0.72 0.82
H -4.02 -1.22 -1.12
H -3.00 0.33 -1.03
H -2.33 -1.17 -1.19
H -3.43 -1.66 1.31
H -3.77 0.18 1.14
H -2.25 -0.45 1.22

Calculated values
SMILES: Cc1c[nH]c2ccccc12.CC
E_HOMO, eV: -8.1
HOMO-LUMO gap, eV: 8.98
DFT total energy, hartree: -482.8766
Molecular weight, g/mol: 161.2

Entry 6:
A cluster of 2 separate species, C3H6O3 in total. Source: the Open Molecules 2025 dataset; level of theory: the ωB97M-V functional and the def2-TZVPD basis.

Geometry (Å):
O 0.39 -1.05 -1.35
C 1.05 -0.54 -0.26
C 0.35 -0.66 0.99
O -0.27 2.05 0.07
C -1.24 1.33 -0.16
O -1.74 0.87 -1.21
H -0.46 -0.56 -1.45
H 1.49 0.47 -0.38
H 1.93 -1.19 -0.02
H 0.75 -0.27 1.92
H -0.46 -1.39 1.05
H -1.79 0.94 0.79

Calculated values
E_HOMO (spin up / spin down), eV: -9.3 / -8.9
HOMO-LUMO gap (spin up / spin down), eV: 6.15 / 5.30
DFT total energy, hartree: -343.4696
Molecular weight, g/mol: 90.1

Entry 7:
A structure of composition C27H20IrN4O2S4. Source: the Open Molecules 2025 dataset; level of theory: the ωB97M-V functional and the def2-TZVPD basis.

Geometry (Å):
Ir -0.02 -1.80 0.74
C 2.98 -1.70 1.02
C 2.34 -2.25 2.26
C 3.07 -2.35 3.45
C 2.47 -2.83 4.58
C 1.12 -3.21 4.54
C 0.43 -3.68 5.68
C -0.90 -4.00 5.59
C -1.59 -3.83 4.40
C -0.96 -3.35 3.26
S -1.89 -3.09 1.83
C 0.43 -3.06 3.31
N 1.06 -2.61 2.19
H 4.05 -1.54 1.17
H 2.52 -0.75 0.74
H 2.85 -2.41 0.20
H 4.10 -2.03 3.46
H 3.02 -2.93 5.50
H 0.97 -3.78 6.61
H -1.43 -4.36 6.46
H -2.65 -4.05 4.34
C 1.39 2.46 -6.27
O 1.67 3.10 -5.06
C 0.61 3.52 -4.29
C 0.90 3.76 -2.94
C -0.10 4.10 -2.07
C -1.44 4.20 -2.51
C -1.69 4.10 -3.89
C -0.68 3.74 -4.76
N -2.47 4.36 -1.65
N -2.29 4.16 -0.39
C -1.85 3.06 0.19
C -1.36 3.14 1.52
C -0.74 2.08 2.12
C -0.58 0.85 1.46
O 0.05 -0.14 2.00
C -1.17 0.69 0.17
N -1.09 -0.55 -0.39
C -1.74 -0.78 -1.52
C -2.50 0.19 -2.16
C -2.54 1.47 -1.64
C -1.86 1.76 -0.45
H 2.33 2.03 -6.61
H 1.03 3.17 -7.03
H 0.64 1.67 -6.14
H 1.92 3.66 -2.61
H 0.13 4.29 -1.03
H -2.69 4.25 -4.25
H -0.91 3.64 -5.81
H -1.42 4.09 2.02
H -0.34 2.16 3.12
H -1.68 -1.78 -1.92
H -3.04 -0.05 -3.05
H -3.14 2.23 -2.12
S 1.19 -5.94 -2.00
C 1.16 -4.74 -0.82
S 0.34 -3.27 -1.16
S 1.98 -5.07 0.60

Calculated values
Total charge: -1
Multiplicity: 5
E_HOMO (spin up / spin down), eV: -3.4 / -3.9
HOMO-LUMO gap (spin up / spin down), eV: 5.74 / 4.73
DFT total energy, hartree: -3107.4994
Molecular weight, g/mol: 753.0
⟨S²⟩: 6.10

Entry 8:
The molecule C16H23N3O2S2. Source: the Open Molecules 2025 dataset; level of theory: the ωB97M-V functional and the def2-TZVPD basis.

Geometry (Å):
C 6.11 3.35 3.60
C 4.77 2.70 3.29
C 4.76 1.23 3.71
C 3.36 0.63 3.58
C 2.79 0.99 2.26
S 1.41 0.19 1.58
C 1.48 1.21 0.17
C 0.54 1.09 -0.94
O 0.58 1.80 -1.94
N -0.43 0.15 -0.79
N -1.30 -0.06 -1.85
C -1.83 -1.28 -2.07
S -1.70 -2.46 -0.90
N -2.44 -1.48 -3.26
C -3.41 -2.52 -3.45
C -4.85 -1.98 -3.31
C -5.86 -3.11 -3.09
C -5.78 -3.31 -1.57
C -5.31 -1.94 -1.05
O -4.97 -1.15 -2.18
C 2.52 2.09 0.25
C 3.26 1.98 1.44
C 4.46 2.80 1.79
H 6.92 2.83 3.09
H 6.31 3.33 4.67
H 6.12 4.39 3.28
H 3.99 3.22 3.85
H 5.11 1.13 4.74
H 5.46 0.67 3.08
H 3.39 -0.45 3.71
H 2.72 1.03 4.37
H -0.43 -0.62 -0.12
H -1.12 0.61 -2.59
H -2.58 -0.65 -3.83
H -3.22 -3.28 -2.69
H -3.28 -2.96 -4.45
H -5.09 -1.36 -4.18
H -6.85 -2.78 -3.38
H -5.60 -4.01 -3.65
H -5.06 -4.08 -1.32
H -6.75 -3.59 -1.15
H -6.09 -1.41 -0.50
H -4.43 -2.05 -0.40
H 2.72 2.81 -0.53
H 4.29 3.84 1.51
H 5.32 2.45 1.22

Calculated values
SMILES: C[C@@H]1CCc2sc(C(=O)NNC(=S)NC[C@H]3CCCO3)cc2C1
E_HOMO, eV: -8.3
HOMO-LUMO gap, eV: 8.77
DFT total energy, hartree: -1734.6204
Molecular weight, g/mol: 353.5